Below is a molecular structure, C45H116ClN7O16Y, with properties calculated with ωB97M-V/def2-TZVPD.

Properties
Charge = +1
Gap between HOMO and LUMO = 5.55 eV
Total energy = -105286.4129 eV
Spin multiplicity = 1

Cartesian coordinates (Å):
Y -3.529 0.032 1.418
C 0.942 -0.182 0.977
C -0.153 -0.108 -0.059
C -0.174 -1.319 -0.995
O -1.368 0.043 0.626
H 1.960 -0.329 0.598
H 0.784 -1.057 1.612
H 0.999 0.760 1.519
H 0.072 0.778 -0.675
H -1.084 -1.382 -1.592
H -0.133 -2.186 -0.325
H 0.693 -1.365 -1.655
Cl -3.412 -0.905 -4.794
O -2.604 0.291 -4.861
O -4.803 -0.533 -4.690
O -3.207 -1.733 -5.959
O -3.038 -1.609 -3.593
C 3.501 -0.761 -2.649
O 4.334 -0.427 -3.751
H 4.073 -0.628 -1.734
H 2.568 -0.192 -2.621
H 3.201 -1.810 -2.735
H 3.889 -0.724 -4.552
C -2.240 -2.988 2.910
O -3.202 -1.923 2.859
H -2.670 -3.987 2.815
H -1.448 -2.865 2.179
H -1.786 -2.957 3.905
H -3.787 -2.145 3.593
C -1.037 0.385 4.156
O -2.423 0.294 3.867
H -0.838 1.324 4.688
H -0.556 -0.379 4.768
H -0.447 0.570 3.261
H -2.999 0.396 4.627
C -1.291 -4.963 0.225
O -2.698 -4.967 -0.005
H -0.935 -4.627 1.193
H -0.909 -5.969 0.026
H -0.718 -4.379 -0.500
H -2.837 -5.025 -0.958
C -5.674 -3.042 0.920
C -4.999 -2.497 -0.352
C -5.858 -1.436 -1.048
O -5.843 -0.214 -0.322
C -6.818 0.717 -0.773
N -3.645 -1.970 -0.012
H -5.991 -2.212 1.567
H -4.980 -3.641 1.507
H -6.581 -3.574 0.644
H -5.017 -3.336 -1.050
H -6.875 -1.849 -1.047
H -5.629 -1.310 -2.112
H -7.799 0.240 -0.835
H -6.474 1.135 -1.719
H -6.957 1.509 -0.035
H -3.233 -1.817 -0.940
H -3.158 -2.810 0.317
C 4.178 -3.818 -0.435
C 3.285 -4.699 0.417
C 2.488 -3.914 1.451
O 1.538 -4.763 2.076
C 0.966 -4.165 3.217
N 2.245 -5.307 -0.466
H 4.760 -4.381 -1.166
H 4.952 -3.296 0.135
H 3.546 -3.084 -0.932
H 3.817 -5.517 0.912
H 1.952 -3.085 0.970
H 3.140 -3.451 2.202
H 0.139 -4.838 3.475
H 0.457 -3.228 2.986
H 1.610 -4.188 4.097
H 1.611 -5.789 0.163
H 2.765 -5.980 -1.021
C 1.280 -5.308 -4.698
C 0.897 -3.966 -4.103
C 0.026 -3.049 -4.950
O 0.768 -2.763 -6.112
C -0.090 -2.252 -7.117
N 0.255 -4.258 -2.823
H 1.693 -5.168 -5.705
H 0.504 -6.059 -4.839
H 2.168 -5.732 -4.220
H 1.812 -3.359 -3.978
H -0.300 -2.199 -4.340
H -0.853 -3.676 -5.154
H -0.732 -3.023 -7.549
H 0.505 -1.857 -7.944
H -0.721 -1.408 -6.830
H 0.113 -3.402 -2.298
H 0.863 -4.828 -2.245
C 0.219 5.478 1.941
C -0.014 4.186 1.137
C 1.245 3.828 0.344
O 2.272 3.547 1.268
C 3.499 3.281 0.648
N -0.454 3.082 1.983
H -0.568 5.662 2.671
H 0.272 6.298 1.224
H 1.192 5.441 2.430
H -0.773 4.420 0.382
H 1.573 4.640 -0.314
H 0.986 2.988 -0.316
H 3.531 2.367 0.041
H 4.330 3.215 1.347
H 3.763 4.075 -0.064
H 0.279 2.989 2.695
H -0.292 2.172 1.543
C -3.853 4.616 1.678
C -4.128 3.175 1.316
C -3.957 2.964 -0.178
O -3.809 1.526 -0.393
C -3.497 1.228 -1.759
N -3.254 2.309 2.145
H -4.035 4.942 2.706
H -4.453 5.254 1.023
H -2.804 4.906 1.568
H -5.178 2.947 1.536
H -2.995 3.372 -0.509
H -4.715 3.371 -0.847
H -2.683 1.867 -2.107
H -4.326 1.401 -2.451
H -3.203 0.186 -1.852
H -3.502 2.670 3.069
H -2.271 2.654 2.110
C -1.212 3.918 -3.291
C -0.391 4.535 -4.472
C 0.772 5.265 -3.854
C 1.896 4.363 -3.353
C 2.409 3.518 -4.495
C 1.295 2.654 -5.156
N 0.115 3.504 -5.373
O -0.978 2.844 -5.954
C 1.814 2.231 -6.521
C 1.040 1.423 -4.292
C -1.213 5.540 -5.252
H -0.725 3.068 -2.799
H -2.114 3.465 -3.716
H -1.485 4.581 -2.466
H 1.268 5.877 -4.618
H 0.430 5.971 -3.094
H 1.548 3.762 -2.507
H 2.737 4.948 -2.971
H 3.167 2.847 -4.076
H 2.965 4.061 -5.261
H 2.857 1.902 -6.501
H 1.288 1.387 -6.975
H 1.746 3.071 -7.212
H 0.948 1.624 -3.220
H 0.217 0.811 -4.668
H 1.923 0.780 -4.314
H -2.147 5.014 -5.484
H -0.783 5.770 -6.226
H -1.554 6.483 -4.825
H -1.341 2.244 -5.282
C 4.646 0.805 4.628
C 3.534 -0.229 4.782
C 4.173 -1.559 5.275
C 4.433 -1.661 6.801
C 3.181 -1.164 7.524
C 2.627 0.181 7.094
N 2.448 0.156 5.656
O 1.738 1.282 5.152
C 1.225 0.325 7.744
C 3.512 1.298 7.710
C 3.007 -0.609 3.395
H 5.389 0.536 3.867
H 5.217 0.841 5.557
H 4.422 1.811 4.262
H 3.604 -2.439 4.969
H 5.111 -1.611 4.718
H 5.327 -1.080 7.026
H 4.591 -2.735 6.870
H 3.384 -1.107 8.596
H 2.393 -1.914 7.394
H 0.838 1.344 7.706
H 0.471 -0.342 7.322
H 1.271 0.066 8.805
H 3.413 1.269 8.795
H 4.582 1.258 7.523
H 3.073 2.240 7.367
H 3.749 -0.920 2.664
H 2.454 0.242 2.994
H 2.251 -1.384 3.546
H 2.245 2.052 5.458

Atom charges from the Löwdin analysis, given in e for atoms 1 to 2: 1.752 -0.079

---

Below is 13 unconnected molecules or ions with the total composition C45H119N3O19, with properties calculated with ωB97M-V/def2-TZVPD.

Properties
Charge = -1
Gap between HOMO and LUMO (spin up / spin down) = 1.71 / 8.55 eV
Total energy = -91959.4295 eV
Spin multiplicity = 2
Expectation value of S² = 0.75

Cartesian coordinates (Å):
C 10.533 3.876 10.448
C 10.535 4.441 9.027
O 10.336 5.876 8.995
O 10.953 2.530 10.334
H 9.547 4.167 10.810
H 11.298 4.418 11.003
H 9.770 3.898 8.473
H 11.467 4.242 8.497
H 9.422 5.996 9.263
H 10.314 1.923 9.953
C 15.798 1.485 10.374
C 14.389 2.086 10.709
O 13.404 1.135 10.512
O 15.885 1.274 9.044
H 16.020 0.539 10.868
H 16.617 2.139 10.673
H 14.225 2.891 9.993
H 14.364 2.543 11.699
H 12.546 1.565 10.481
H 15.546 0.422 8.760
C 18.512 6.655 12.171
C 20.003 6.441 11.751
O 20.563 5.314 12.392
O 17.977 7.834 11.620
H 18.443 6.659 13.259
H 17.876 5.849 11.805
H 20.652 7.295 11.946
H 19.941 6.213 10.687
H 20.340 4.536 11.875
H 17.372 7.551 10.931
C 22.629 2.512 13.298
O 22.675 1.293 12.597
C 23.679 1.366 11.573
C 23.407 0.259 10.528
N 22.138 0.413 9.754
C 21.873 -0.731 8.893
C 20.341 -1.007 8.685
O 19.619 -1.443 9.826
C 18.236 -1.327 9.688
H 22.458 3.373 12.653
H 23.530 2.611 13.904
H 21.753 2.510 13.947
H 24.687 1.363 11.987
H 23.706 2.264 10.955
H 23.264 -0.691 11.042
H 24.275 0.173 9.875
H 21.339 0.562 10.354
H 22.343 -1.653 9.235
H 22.253 -0.514 7.894
H 20.235 -1.716 7.864
H 20.018 -0.047 8.282
H 18.085 -0.256 9.547
H 17.686 -1.749 10.529
H 17.916 -1.853 8.788
C 14.462 5.537 12.499
O 15.509 4.668 12.816
C 15.399 3.900 13.961
C 16.765 3.281 14.339
N 17.453 2.742 13.129
C 18.862 2.444 13.226
C 19.430 2.118 11.834
O 19.221 3.300 11.063
C 19.573 3.083 9.751
H 14.526 6.101 11.568
H 14.277 6.297 13.259
H 13.552 4.955 12.353
H 14.570 3.195 14.006
H 15.194 4.506 14.843
H 16.616 2.509 15.093
H 17.320 4.155 14.680
H 17.341 3.313 12.303
H 18.860 1.607 13.924
H 19.381 3.280 13.696
H 18.927 1.252 11.403
H 20.495 1.889 11.866
H 18.818 2.415 9.335
H 20.576 2.693 9.576
H 19.587 4.045 9.239
C 17.965 5.377 20.104
O 17.570 5.786 18.784
C 18.443 6.768 18.288
C 18.071 7.214 16.821
N 16.894 8.110 16.866
C 16.447 8.224 15.457
C 15.020 8.813 15.371
O 14.122 7.907 16.014
C 12.831 8.454 16.122
H 17.186 4.720 20.491
H 17.981 6.133 20.888
H 18.869 4.769 20.136
H 19.486 6.454 18.258
H 18.395 7.610 18.979
H 17.926 6.308 16.232
H 18.926 7.737 16.394
H 16.133 7.600 17.292
H 16.560 7.289 14.910
H 16.964 9.067 14.998
H 14.811 8.876 14.303
H 14.993 9.853 15.696
H 12.635 9.207 16.886
H 12.227 7.594 16.411
H 12.424 8.765 15.160
C 16.469 4.992 8.792
C 15.863 6.332 8.563
C 14.294 6.229 8.441
O 16.060 7.194 9.722
H 17.530 5.234 8.850
H 16.347 4.307 7.953
H 16.028 4.565 9.692
H 16.289 6.828 7.690
H 13.932 5.543 7.675
H 13.787 7.184 8.305
H 13.779 5.819 9.310
H 15.279 7.723 9.899
C 11.117 2.823 15.716
C 11.613 1.738 14.764
C 11.461 2.031 13.283
O 13.024 1.600 14.958
H 11.560 3.797 15.506
H 11.406 2.712 16.761
H 10.034 2.951 15.735
H 11.086 0.830 15.055
H 11.975 1.308 12.651
H 11.908 3.003 13.074
H 10.396 2.013 13.051
H 13.335 0.927 14.349
C 15.819 -0.331 14.605
C 15.184 -1.140 13.550
C 15.242 -2.572 14.010
O 13.848 -0.776 13.481
H 16.871 -0.561 14.774
H 15.266 -0.445 15.538
H 15.593 0.715 14.400
H 15.694 -1.048 12.591
H 15.005 -2.703 15.065
H 16.180 -3.116 13.897
H 14.518 -3.072 13.367
H 13.447 -1.202 12.720
C 9.546 8.227 13.738
C 10.319 7.056 13.047
C 11.154 6.311 14.070
O 9.340 6.176 12.639
H 9.096 8.978 13.090
H 10.182 8.816 14.400
H 8.730 7.855 14.358
H 10.951 7.424 12.239
H 12.154 6.715 14.229
H 11.335 5.263 13.830
H 10.690 6.386 15.054
H 8.988 5.892 13.486
C 14.391 3.803 19.431
C 13.756 3.607 18.172
C 13.869 4.904 17.316
O 14.249 2.414 17.628
H 14.149 4.764 19.885
H 15.477 3.833 19.346
H 14.004 3.057 20.125
H 12.677 3.476 18.257
H 13.551 5.846 17.763
H 13.394 4.730 16.351
H 14.921 5.144 17.161
H 13.600 2.148 16.972
C 18.041 1.839 19.344
C 17.715 2.036 17.840
C 19.000 2.012 16.993
O 16.865 0.951 17.521
H 18.727 2.563 19.785
H 18.494 0.852 19.427
H 17.178 1.886 20.009
H 17.179 2.950 17.586
H 19.582 1.092 17.036
H 19.681 2.819 17.264
H 18.759 2.171 15.942
H 15.975 1.262 17.700
C 17.760 -0.315 5.540
C 18.071 1.128 5.152
C 18.580 1.946 6.381
O 19.124 1.166 4.177
H 16.958 -0.370 6.277
H 18.619 -0.850 5.944
H 17.471 -0.947 4.701
H 17.162 1.630 4.820
H 19.469 1.419 6.729
H 17.866 2.001 7.202
H 18.860 2.960 6.098
H 19.893 1.553 4.602

Atom charges from the Löwdin analysis, given in e for atoms 1 to 2: -0.283 -0.296

---

- Among the records above, which one has the highest spin multiplicity?
  C45H119N3O19